1.
80
Properties=species:S:1:pos:R:3:forces:R:3 method="wB97M-V/def2-TZVPD" e_lumo_ev="-5.19 / -5.21" charge=+1 de_lowest_ev=0.670 homo_energy_ev="-11.09 / -11.07" energy_ev=-89011.0299 mol_weight_g_mol=796.94
Ru -0.0223 -1.3388 -2.7414 -0.28 1.27 -1.42
C 1.2870 3.9739 -3.2486 0.04 0.00 -0.03
C 0.2933 3.8731 -2.2806 -0.03 0.02 0.03
C -0.4381 2.7069 -2.1650 0.05 -0.07 0.00
C -0.1571 1.6239 -3.0088 0.11 0.23 0.37
C 0.8588 1.7149 -3.9623 -0.13 -0.05 0.00
C 1.5600 2.9020 -4.0889 0.02 0.05 0.01
N -0.8260 0.3983 -2.8438 0.55 -0.54 0.05
C -2.2124 0.3790 -2.6775 -0.11 -0.06 0.01
C -3.0741 1.4387 -2.9570 -0.18 0.08 -0.05
C -4.4361 1.2676 -2.7686 0.14 0.05 -0.05
C -4.9600 0.0583 -2.3165 0.05 -0.20 0.05
C -4.1240 -1.0222 -2.0781 -0.22 0.12 -0.05
C -2.7676 -0.8449 -2.2671 0.15 -0.02 0.07
N -1.7902 -1.8486 -2.1415 -0.23 -0.19 0.21
N -2.1205 -3.0495 -1.9824 -0.14 0.15 0.05
C -1.0244 -3.9029 -2.0736 0.15 -0.11 0.03
C -1.1983 -5.2653 -1.8912 0.00 0.03 -0.01
C -0.0918 -6.0840 -2.0235 0.00 -0.01 0.01
C 1.1412 -5.5270 -2.3372 0.02 -0.05 0.00
C 1.2435 -4.1608 -2.5111 -0.05 0.06 0.04
N 0.1802 -3.3658 -2.3757 0.25 0.17 0.37
H 1.8529 4.8919 -3.3440 -0.01 -0.02 0.00
H 0.0971 4.6997 -1.6088 0.00 -0.02 -0.01
H -1.1963 2.6094 -1.3993 -0.01 0.01 0.00
H 1.0728 0.8736 -4.6066 0.01 0.02 0.00
H 2.3306 2.9847 -4.8437 -0.01 -0.01 0.01
H -2.6888 2.3655 -3.3558 -0.01 0.00 0.02
H -5.1053 2.0863 -2.9971 0.01 0.00 0.01
H -6.0269 -0.0476 -2.1743 0.02 0.01 0.00
H -4.5040 -1.9830 -1.7608 0.01 0.01 0.00
H -2.1819 -5.6484 -1.6624 0.00 0.02 0.00
H -0.1906 -7.1531 -1.8934 0.00 0.01 0.00
H 2.0186 -6.1444 -2.4667 -0.02 0.00 -0.01
H 2.1669 -3.6733 -2.7887 0.00 0.01 -0.01
S -0.4571 -2.1724 0.7920 -0.07 0.09 0.08
C 0.8092 -1.2813 1.3666 -0.10 -0.34 0.21
N 1.3568 -1.4308 2.5756 0.05 -0.14 -0.15
C 2.3925 -0.5203 3.0438 -0.02 0.02 0.03
C 2.0332 0.8652 2.5870 0.07 0.01 0.03
N 1.9259 0.8518 1.1255 -0.31 0.04 -0.03
C 2.2590 2.1117 0.4455 0.04 0.06 -0.02
C 1.4698 3.2568 1.0327 0.02 -0.04 0.08
C 0.0957 3.1309 1.2219 -0.02 0.03 0.00
C -0.6421 4.1878 1.7314 0.01 -0.02 -0.01
C -0.0114 5.3846 2.0514 0.02 0.01 0.00
C 1.3563 5.5152 1.8649 -0.01 0.00 -0.01
C 2.0959 4.4504 1.3645 0.00 0.00 -0.05
C 1.4167 -0.2031 0.5075 0.18 0.16 -0.28
S 1.5689 -0.3361 -1.1719 0.03 -0.25 0.24
C 0.9670 -2.5014 3.5020 0.03 0.09 0.07
C 0.1826 -1.9524 4.6692 -0.03 0.01 -0.02
C -1.0432 -1.3243 4.4501 0.02 0.01 0.02
C -1.7572 -0.7992 5.5154 0.01 -0.01 -0.02
C -1.2572 -0.8998 6.8087 0.01 0.00 0.00
C -0.0419 -1.5270 7.0322 -0.01 0.00 0.00
C 0.6771 -2.0486 5.9635 0.01 -0.02 -0.02
H 3.3736 -0.8245 2.6675 0.01 -0.01 0.00
H 2.4070 -0.5569 4.1317 0.00 -0.01 0.01
H 2.8039 1.5843 2.8592 0.01 0.00 -0.01
H 1.0909 1.1864 3.0358 -0.01 0.02 0.00
H 2.0312 1.9903 -0.6106 0.00 0.00 -0.03
H 3.3325 2.2890 0.5335 0.00 -0.02 0.03
H -0.4000 2.1982 0.9689 0.00 0.00 0.02
H -1.7090 4.0804 1.8817 0.02 0.00 0.00
H -0.5858 6.2095 2.4522 0.01 -0.01 -0.01
H 1.8522 6.4439 2.1148 0.00 -0.01 0.00
H 3.1658 4.5547 1.2226 -0.01 0.00 0.01
H 1.8869 -2.9719 3.8555 0.01 0.00 -0.01
H 0.3963 -3.2324 2.9374 -0.03 -0.02 -0.01
H -1.4380 -1.2608 3.4425 0.00 0.00 0.00
H -2.7116 -0.3192 5.3409 0.01 0.00 0.00
H -1.8182 -0.4925 7.6396 0.01 -0.01 -0.01
H 0.3490 -1.6132 8.0376 0.00 0.01 -0.01
H 1.6264 -2.5424 6.1418 -0.01 0.01 0.00
O -0.5906 -1.7799 -4.5509 -0.03 -0.63 -0.08
S 0.8549 -1.8930 -5.2127 0.00 0.25 -0.06
O 1.1662 -3.2796 -5.3768 0.01 -0.01 -0.05
O 1.6147 -1.2935 -4.0117 0.08 -0.19 0.35
O 0.9390 -1.0226 -6.3383 -0.11 -0.05 -0.03

***

2.
79
Properties=species:S:1:pos:R:3:forces:R:3 method="wB97M-V/def2-TZVPD" e_lumo_ev=-6.21 charge=+2 de_lowest_ev=0.332 homo_energy_ev=-13.64 energy_ev=-186163.5853 mol_weight_g_mol=933.72
Ir -0.4369 1.3501 1.2377 -0.44 -0.21 -0.27
O 1.5690 3.3519 4.1247 -0.08 0.01 -0.02
C 1.0341 2.5809 3.3815 -0.02 -0.12 0.26
N 0.1500 2.8679 2.3523 0.33 -0.47 -0.11
C -0.6454 3.9938 2.2413 -0.18 0.24 0.06
O -0.7868 4.8721 3.0454 0.15 -0.02 -0.06
C -1.4125 3.9882 0.9312 0.16 0.09 -0.11
C -2.0290 5.1380 0.4900 -0.08 0.03 -0.10
C -2.6209 5.1380 -0.7670 0.03 0.02 0.07
C -2.5651 3.9862 -1.5358 0.04 -0.05 0.01
C -1.9456 2.8620 -1.0190 -0.26 -0.11 -0.02
N -1.3936 2.8546 0.1947 -0.08 0.18 0.43
C 1.2788 1.0788 3.4897 0.15 0.07 -0.07
C 2.0640 0.5749 4.5033 0.07 -0.08 0.00
C 2.2868 -0.7963 4.5612 -0.02 0.05 -0.02
C 1.7231 -1.6144 3.5934 -0.03 0.04 -0.04
C 0.9423 -1.0421 2.6031 -0.10 -0.13 0.07
N 0.7193 0.2734 2.5597 -0.18 0.14 0.14
H -2.0205 6.0083 1.1319 0.01 0.00 0.00
H -3.1065 6.0273 -1.1451 0.00 0.00 0.00
H -2.9981 3.9486 -2.5251 -0.01 0.00 0.00
H -1.9068 1.9355 -1.5786 0.00 0.00 0.02
H 2.4905 1.2654 5.2184 -0.01 0.01 0.00
H 2.8952 -1.2185 5.3496 0.00 0.00 0.00
H 1.8740 -2.6844 3.5991 0.00 0.00 0.00
H 0.4642 -1.6399 1.8355 0.01 -0.02 0.00
C -2.5701 0.9972 4.1218 0.02 0.09 0.03
O -2.2396 0.5984 2.7781 -0.13 0.24 -0.53
C -2.7311 -0.6065 2.3234 0.19 -0.34 0.21
C -3.4570 -1.4977 3.1001 0.04 0.08 0.02
C -3.7663 -2.7594 2.5998 0.01 -0.06 -0.03
Br -4.7313 -3.9506 3.6881 0.02 0.03 -0.03
C -3.3451 -3.1674 1.3443 -0.07 0.04 0.02
C -2.6407 -2.2697 0.5523 0.07 -0.07 0.06
C -2.3650 -1.0068 1.0442 0.04 0.23 0.10
O -1.6195 -0.1145 0.2701 0.08 0.00 0.06
C -2.0271 -2.6213 -0.7417 -0.04 -0.13 -0.06
N -1.1645 -3.5598 -0.9325 0.04 0.08 0.13
C -0.7269 -3.4060 -2.2510 -0.03 0.04 -0.09
C 0.2066 -4.1529 -2.9634 0.01 0.02 -0.01
C 0.4537 -3.7801 -4.2706 0.01 -0.02 0.02
C -0.2092 -2.6959 -4.8616 -0.03 0.03 0.00
C -1.1325 -1.9380 -4.1613 0.04 -0.01 -0.01
C -1.3637 -2.3148 -2.8464 -0.02 -0.11 -0.05
N -2.1712 -1.7627 -1.8419 -0.01 0.09 0.02
H -2.1055 0.3205 4.8391 0.00 -0.01 -0.01
H -3.6498 1.0157 4.2584 0.00 0.01 -0.04
H -2.1755 2.0026 4.2404 0.03 -0.01 0.01
H -3.7644 -1.2392 4.1019 -0.02 0.00 0.01
H -3.5479 -4.1649 0.9817 -0.01 0.00 0.00
H -1.5105 -0.4710 -0.6370 -0.02 -0.17 -0.09
H 0.7048 -4.9965 -2.5058 -0.01 -0.01 0.00
H 1.1640 -4.3432 -4.8602 0.01 0.00 0.00
H -0.0007 -2.4517 -5.8945 0.00 0.00 0.00
H -1.6513 -1.1113 -4.6291 -0.01 0.00 0.00
H -3.0501 -1.3008 -2.0340 -0.06 -0.09 -0.07
C 1.4716 2.6958 -1.5265 0.07 -0.04 0.00
As 1.2655 1.1739 -0.3657 0.33 0.37 -0.01
C 3.0078 0.9970 0.4332 -0.02 -0.02 -0.06
C 0.9621 -0.3498 -1.5583 -0.02 0.04 0.02
C 2.2296 -0.7701 -2.2444 -0.01 -0.02 -0.03
C 2.5579 -0.2489 -3.4923 0.02 0.01 0.03
C 3.7305 -0.6358 -4.1250 0.01 0.00 0.00
C 4.5797 -1.5483 -3.5155 -0.01 0.00 -0.01
C 4.2524 -2.0784 -2.2743 -0.01 0.00 0.01
C 3.0822 -1.6904 -1.6409 0.01 -0.01 0.00
H 2.2911 2.4716 -2.2098 0.00 0.03 0.00
H 1.7264 3.5662 -0.9239 -0.01 0.01 -0.01
H 0.5676 2.8922 -2.0974 -0.01 -0.02 0.02
H 3.7378 0.9088 -0.3703 0.01 0.01 0.01
H 3.0658 0.1181 1.0706 -0.01 0.00 0.00
H 3.2012 1.8986 1.0138 0.01 -0.01 0.02
H 0.2290 -0.0112 -2.2952 -0.05 -0.03 0.06
H 0.5290 -1.1713 -0.9829 0.07 0.02 0.03
H 1.8843 0.4444 -3.9842 -0.01 0.00 0.00
H 3.9757 -0.2330 -5.0984 0.00 0.00 0.00
H 5.4895 -1.8563 -4.0122 0.01 0.01 0.00
H 4.9056 -2.8020 -1.8054 0.00 0.00 0.00
H 2.8216 -2.1230 -0.6803 -0.01 0.00 0.00